No. 1
Below is 5 unconnected molecules or ions with the total composition C28H43F4N7O6 in a non-equilibrium geometry, with properties calculated with wB97M-V/def2-TZVPD.

SMILES	CCC[C@@H](C)c1c(C(=O)NC(=O)F)c(C(F)(F)F)cc2nccnc12.CNC(C)=O.CNC(C)=O.CNC(C)=O.CNC(C)=O
2S+1	1
E_tot	-2326.38887	Eh

Structure (XYZ):
```
88
Properties=species:S:1:pos:R:3:mulliken_charge:R:1
C -0.88 -0.89 3.60 -0.95
C 0.68 -1.35 3.41 0.44
C 1.61 -0.30 2.55 -0.64
C 1.73 1.21 3.20 1.26
C 2.70 1.25 4.56 -1.19
C 2.26 2.35 2.10 -0.06
C 1.37 3.73 1.94 0.30
C 0.00 4.06 2.84 0.34
O -1.19 4.38 2.27 -0.50
N 0.21 3.99 4.36 -0.12
C -0.98 3.36 5.06 0.53
O -1.37 3.74 6.30 -0.53
F -1.69 2.27 4.35 -0.19
C 1.79 4.89 0.85 0.01
C 0.99 6.30 0.59 0.75
F -0.33 6.15 -0.09 -0.19
F 0.74 7.02 1.89 -0.26
F 1.77 7.29 -0.24 -0.27
C 3.15 4.62 -0.03 -0.77
C 4.12 3.27 0.12 0.29
N 5.34 3.23 -0.76 -0.52
C 6.09 1.97 -0.45 -0.15
C 5.67 0.80 0.61 -0.23
N 4.42 0.88 1.43 -0.20
C 3.64 2.15 1.19 0.12
H -0.94 -0.26 4.61 0.23
H -1.55 -1.85 3.80 0.34
H -1.32 -0.31 2.67 0.17
H 1.16 -1.66 4.45 0.30
H 0.65 -2.36 2.78 -0.43
H 2.66 -0.84 2.39 0.22
H 1.13 -0.20 1.46 0.19
H 0.64 1.46 3.62 -0.53
H 2.80 2.42 4.81 0.32
H 3.74 0.73 4.40 0.29
H 2.06 0.80 5.45 0.35
H 0.47 4.92 4.75 0.33
H 3.49 5.46 -0.78 0.32
H 7.11 1.80 -1.05 0.30
H 6.35 -0.16 0.72 0.33
C -0.33 -6.67 1.55 -0.99
N 0.36 -5.42 1.74 0.01
C 1.63 -5.22 2.22 0.90
C 2.44 -6.42 2.61 -1.49
O 2.06 -4.07 2.32 -0.58
H -0.60 -6.75 0.49 0.27
H -1.24 -6.65 2.15 0.30
H 0.28 -7.53 1.84 0.41
H -0.12 -4.56 1.51 0.15
H 3.42 -6.09 2.97 0.29
H 1.94 -6.97 3.41 0.38
H 2.59 -7.07 1.74 0.38
C 1.33 -2.09 -2.56 -0.94
N 0.85 -2.27 -1.21 -0.02
C -0.35 -2.78 -0.80 0.82
C -1.32 -3.24 -1.85 -1.41
O -0.60 -2.87 0.40 -0.74
H 2.26 -2.65 -2.66 0.29
H 1.54 -1.02 -2.70 0.30
H 0.61 -2.42 -3.31 0.36
H 1.45 -1.99 -0.44 0.16
H -2.22 -3.62 -1.37 0.32
H -1.60 -2.39 -2.49 0.45
H -0.88 -4.04 -2.45 0.36
C -5.01 6.97 -2.29 -0.75
N -4.38 7.55 -3.45 -0.17
C -3.05 7.56 -3.77 0.57
C -2.09 6.91 -2.82 -1.04
O -2.68 8.11 -4.81 -0.66
H -5.73 6.22 -2.64 0.27
H -5.55 7.76 -1.77 0.27
H -4.30 6.50 -1.62 0.29
H -4.96 8.01 -4.14 0.22
H -1.07 7.01 -3.21 0.35
H -2.13 7.40 -1.84 0.31
H -2.32 5.85 -2.73 0.34
C -3.08 -6.67 -6.41 -0.83
N -2.55 -5.44 -5.88 -0.16
C -3.05 -4.68 -4.86 0.77
C -4.29 -5.15 -4.16 -1.31
O -2.47 -3.65 -4.53 -0.62
H -2.31 -7.44 -6.31 0.28
H -3.30 -6.52 -7.47 0.28
H -3.98 -7.00 -5.90 0.32
H -1.71 -5.05 -6.29 0.24
H -4.56 -4.44 -3.37 0.29
H -5.12 -5.20 -4.87 0.40
H -4.12 -6.13 -3.70 0.36
```



No. 2
Below is a molecular structure, C28H43F6N5O4PSTl in a non-equilibrium geometry, with properties calculated with wB97M-V/def2-TZVPD.

charge	+3
2S+1	2
E_tot	-3177.89349	Eh

Structure (XYZ):
```
89
Properties=species:S:1:pos:R:3:mulliken_charge:R:1
Tl -0.21 0.57 -0.33 1.11
C -0.68 0.01 3.15 -0.75
O 0.38 -0.35 2.26 -0.16
C 1.61 0.28 2.60 0.08
C 2.73 -0.42 1.86 -1.00
O 2.59 -0.31 0.45 -0.03
C 3.38 0.73 -0.12 -0.69
H -0.43 -0.26 4.18 0.43
H -1.56 -0.55 2.83 0.08
H -0.89 1.08 3.10 0.25
H 1.79 0.21 3.68 0.62
H 1.57 1.34 2.31 -0.26
H 2.67 -1.48 2.11 0.24
H 3.70 -0.03 2.18 0.51
H 4.44 0.59 0.11 0.42
H 3.06 1.72 0.22 0.05
H 3.24 0.67 -1.20 0.28
C -4.21 4.79 -1.44 -1.34
C -3.93 3.55 -0.66 0.83
C -4.75 2.80 0.15 -1.27
C -3.96 1.74 0.63 0.46
N -2.72 1.83 0.14 -0.07
N -2.73 2.93 -0.64 0.24
C -4.42 0.64 1.52 -0.88
H -5.18 4.72 -1.92 0.42
H -3.45 4.96 -2.21 0.30
H -4.25 5.66 -0.78 0.27
H -5.79 2.99 0.37 0.46
H -1.90 3.19 -1.14 0.05
H -5.09 1.03 2.28 0.43
H -3.58 0.13 1.98 0.01
H -4.99 -0.09 0.94 0.22
C 0.81 -7.39 -0.98 -1.19
N 0.46 -6.20 -0.19 0.04
C -0.95 -6.15 0.21 -1.21
C 1.32 -5.24 0.05 0.62
S 0.73 -3.63 0.52 0.20
N 2.64 -5.41 0.06 0.10
C 3.61 -4.37 -0.29 -1.05
C 3.25 -6.68 0.47 -1.15
H 0.00 -7.59 -1.67 0.42
H 0.93 -8.27 -0.34 0.40
H 1.72 -7.23 -1.55 0.40
H -1.27 -7.16 0.44 0.47
H -1.57 -5.77 -0.59 0.35
H -1.08 -5.53 1.09 0.44
H 3.13 -3.44 -0.56 0.42
H 4.21 -4.73 -1.13 0.34
H 4.29 -4.20 0.55 0.33
H 2.52 -7.32 0.95 0.38
H 4.04 -6.45 1.19 0.38
H 3.71 -7.20 -0.37 0.40
F -2.01 -1.57 0.58 -0.06
P -2.66 -2.56 -0.52 1.08
F -4.08 -2.02 -0.49 -0.17
F -2.70 -3.66 0.60 -0.29
F -2.00 -1.62 -1.60 -0.30
F -0.45 -3.49 -0.63 -0.21
F -2.77 -3.68 -1.60 -0.29
C 2.81 7.71 0.48 -1.06
O 1.92 6.72 -0.03 -0.26
C 2.33 5.92 -1.02 1.14
C 3.66 5.76 -1.41 -0.62
C 3.99 4.96 -2.48 -0.71
C 3.00 4.30 -3.21 -1.01
C 1.68 4.46 -2.86 -0.43
C 1.33 5.24 -1.75 -0.14
N -0.04 5.44 -1.47 0.30
C -0.61 5.54 -0.29 -1.19
C -0.09 5.10 0.95 1.26
C -0.53 5.72 2.11 -0.77
C 0.14 5.54 3.31 -0.75
C 1.30 4.72 3.37 -0.74
C 1.69 3.99 2.29 -0.66
C 0.91 4.01 1.07 0.79
O 0.98 3.11 0.22 -0.61
H 2.22 8.33 1.15 0.28
H 3.21 8.33 -0.33 0.41
H 3.64 7.26 1.03 0.40
H 4.44 6.28 -0.87 0.48
H 5.03 4.85 -2.76 0.48
H 3.27 3.69 -4.06 0.47
H 0.90 3.97 -3.43 0.51
H -0.60 5.69 -2.28 0.42
H -1.58 6.03 -0.29 0.65
H -1.35 6.43 2.05 0.50
H -0.17 6.08 4.20 0.51
H 1.87 4.68 4.29 0.56
H 2.56 3.36 2.32 0.66
```



Q: Look up the 2S+1 of the second one.
A: 2